Entry 1:
Below is a 2-piece molecular cluster, C3H4N2O overall at a distorted geometry, with properties calculated with the ωB97M-V functional and the def2-TZVPD basis.

Its LUMO energy is -0.0165 hartree. The HOMO energy is -9.36 eV. As for the SMILES: N#CC1=CO1.N. Its energy above the lowest of the compared OMol25 structures with the same formula, charge and spin is 131.6 kcal/mol.

Last column: Mulliken charge in e.
Positions of all 10 atoms, in Å:
H 0.2785 1.6484 -0.5424  0.404
N 2.7370 -2.2432 0.0621  -0.381
H -2.6500 0.0587 1.3917  0.226
H -1.7664 1.3821 0.6827  0.204
O 0.5859 -0.0733 -1.8769  -0.398
C 1.9779 -1.4293 -0.1715  0.226
C 0.5956 0.6759 -0.7383  -0.084
C 1.1136 -0.4518 -0.4112  0.184
H -1.1528 -0.0412 0.5136  0.223
N -1.7192 0.4735 1.0903  -0.604

Atoms 1-2, force components in eV/Å:
-0.4 1.3 0.4
1.4 -1.6 0.4

Entry 2:
Below is one molecule with the formula C4H9NO at a distorted geometry, with properties calculated with the ωB97M-V functional and the def2-TZVPD basis.

Its LUMO energy is 0.0344 hartree. The HOMO energy is -9.53 eV. As for the SMILES: CC(C)C(N)=O. Its energy above the lowest of the compared OMol25 structures with the same formula, charge and spin is 24.6 kcal/mol.

Last column: Mulliken charge in e.
Positions of all 15 atoms, in Å:
C -0.3153 -0.0226 -0.0046  1.019
H -1.1162 -1.1848 1.7117  0.330
C 1.0679 0.3571 0.2559  0.153
H 2.9242 0.0356 -0.0458  0.261
C -1.2828 1.1114 0.2738  -1.423
H -2.2890 0.8350 -0.0571  0.381
H 0.0035 0.0160 -1.1646  0.080
H 0.0320 -2.0935 0.7600  0.387
N 2.0601 -0.2110 -0.4955  -0.460
H 2.0875 -0.2358 -1.4978  0.220
H -1.5565 -1.7337 0.1158  0.325
C -0.7346 -1.3231 0.6892  -1.333
O 1.4133 1.0249 1.2048  -0.613
H -1.3284 1.3678 1.3388  0.310
H -0.9469 1.9972 -0.2711  0.362

Atoms 1-2, force components in eV/Å:
0.6 0.6 -2.6
0.3 0.5 -0.3

Entry 3:
Below is C41H34N2O4P2S2Zr as an isolated structure, with properties calculated with the ωB97M-V functional and the def2-TZVPD basis.

Its LUMO energy is -0.2293 hartree. As for the charge: +2. The HOMO energy is -12.28 eV. Its energy above the lowest of the compared OMol25 structures with the same formula, charge and spin is 117.1 kcal/mol.

Last column: Mulliken charge in e.
Positions of all 86 atoms, in Å:
C 3.3696 0.9853 -2.1278  -0.154
C -0.0572 1.6867 -4.8844  -0.681
C -4.1134 -3.0102 -3.1021  -0.858
H -3.6677 1.8331 -0.6015  0.739
H 0.2544 3.3568 -1.9604  0.360
H 0.2509 1.7514 -5.9193  0.421
H -0.4998 1.8686 2.8880  0.399
H 3.7780 0.4207 -2.9544  0.625
C -5.5413 -3.1341 -1.1664  -0.779
H -2.0956 -2.3878 -2.7453  0.492
C 3.9611 2.2361 -1.7142  -1.254
Zr 0.5330 -0.1519 0.9363  -2.952
H 0.5762 -2.3543 1.5679  0.464
C 3.7286 -0.2732 2.2498  -0.543
C 0.3440 2.6581 -3.9784  -0.818
C 5.9366 -0.0960 1.3845  -0.916
C -0.8745 1.5393 -2.2284  0.379
C -3.5139 0.2857 0.9227  -1.269
P -1.8683 -1.8914 0.0890  1.922
C -1.3466 -5.6709 1.6373  -0.791
H -3.5894 1.0476 1.7015  0.512
C -0.8667 0.6393 -4.4659  -0.640
H 4.8358 2.6131 -2.2232  0.615
H 4.1904 -0.1512 0.1454  0.392
C -3.0856 0.9312 -0.4019  -1.020
C 4.5760 -0.1689 1.1535  -0.089
H 0.5759 4.3051 3.0052  0.535
C -4.4950 -2.7101 -0.3616  -0.405
C -1.8257 4.0542 0.0618  0.361
H 1.4764 -4.1923 2.8028  0.528
H -2.2720 6.1459 0.5440  0.488
C -1.2519 -3.3652 0.9362  0.890
C -1.2720 0.5622 -3.1413  -0.573
C 5.6212 -0.2423 3.7765  -0.521
C 3.4071 2.8956 -0.6862  -1.275
C -0.0606 2.5871 -2.6534  -0.617
H -2.8477 -4.7191 0.4408  0.422
O 2.2880 -1.5972 -2.5994  -0.510
H 7.5247 -0.0714 2.8318  0.428
H -1.7408 -0.3452 1.9333  -0.549
H -3.0495 -1.4545 2.1980  0.935
C 0.3355 4.3821 1.9435  -0.051
C -3.0655 -2.5807 -2.3012  -0.445
H -1.8591 -6.6231 1.6466  0.457
P -1.3102 1.3444 -0.4881  2.048
H -3.9638 -3.1371 -4.1657  0.453
H -6.5034 -3.3578 -0.7259  0.457
H -2.6343 4.0211 -0.6603  0.491
H -1.9030 -0.2622 -2.8314  0.131
H -3.2856 0.2486 -1.2317  0.698
H -1.1920 -0.1135 -5.1716  0.514
C 0.0510 3.0209 1.2669  1.110
C -1.9038 -4.5973 0.9560  -0.924
S 2.9718 -0.4734 4.7121  -0.210
N 1.7356 1.0907 -0.3045  3.371
C 1.8904 -0.8790 -1.5883  0.538
O 1.1389 -1.3573 -0.7045  -0.058
S 0.1146 -0.6240 3.6146  -0.338
C -0.1423 -5.5306 2.3118  -0.687
C 1.8196 -0.4777 3.4538  0.610
H -4.5187 -0.1150 0.7889  0.517
C 1.4024 3.2085 0.6838  -0.061
O 0.0319 1.8266 2.0799  -0.237
C 2.1830 2.4212 -0.0587  -0.318
C 2.3429 0.4770 -1.4141  -1.175
C 0.5325 -4.3154 2.2902  -1.487
C -3.2527 -2.4206 -0.9287  0.656
H 6.0232 -0.2752 4.7796  0.434
N 2.3300 -0.3677 2.2311  0.487
C -1.5953 5.3290 0.7546  -0.775
C 4.2525 -0.3130 3.5421  0.760
C -2.5860 -0.8377 1.4253  -0.392
C -1.0963 2.9602 0.3036  -0.902
H 6.6148 -0.0157 0.5457  0.447
H -0.4925 6.4201 2.1750  0.513
H 0.2783 -6.3702 2.8488  0.429
H -4.6461 -2.6187 0.7070  0.478
O 1.5925 4.4795 1.1772  -0.614
H -6.1692 -3.6115 -3.1583  0.422
C 6.4557 -0.1291 2.6818  -0.605
C -0.6139 5.4865 1.6419  -1.134
C -0.0271 -3.2684 1.5814  0.773
H 1.9424 -2.5018 -2.5192  0.454
H 0.9658 3.4817 -4.3036  0.484
C -5.3507 -3.2789 -2.5342  -0.608
H 3.8136 3.8389 -0.3440  0.592

Atoms 1-2, force components in eV/Å:
0.1 0.3 0.0
0.0 0.0 0.0

Entry 4:
Below is C7H12Ag4Br6O3 as an isolated structure at a distorted geometry, with properties calculated with the ωB97M-V functional and the def2-TZVPD basis.

Its LUMO energy is -0.3731 hartree. As for the charge: +2. The HOMO energy is -14.02 eV. Its energy above the lowest of the compared OMol25 structures with the same formula, charge and spin is 43.2 kcal/mol.

Last column: Mulliken charge in e.
Positions of all 32 atoms, in Å:
H -0.7899 2.0251 -1.2424  0.245
H 0.3265 -1.8266 0.0322  -0.445
H -3.5844 1.8248 -2.6165  0.403
H -1.7330 1.7808 1.8912  0.514
C -1.7559 1.5701 -1.4477  -0.450
Ag 1.9717 0.4134 -2.3680  0.547
Br 2.4132 -2.4702 -2.0852  -0.186
O 2.1424 0.7291 1.6699  -0.880
Br -1.3623 -0.3170 -1.8985  -0.091
Ag 5.3364 0.1503 -0.7290  0.735
O 3.0614 -0.1335 -0.1500  -0.430
Br -0.4669 -1.3064 3.7873  -0.155
H -1.6702 0.8455 4.1156  0.481
H 1.1541 -3.3191 0.5583  0.406
Br -3.1587 -0.3176 1.6505  -0.053
H -2.0746 2.0856 -3.4869  0.366
Ag 2.9596 2.8168 0.7061  0.678
C -0.9697 0.5386 3.3452  -0.673
C 2.0653 0.4839 0.4037  1.230
C 0.3932 -2.9058 -0.0994  0.111
O 1.2599 1.1634 -0.3226  -0.593
C 0.6930 -3.2160 -1.5488  -0.368
H -0.0048 -2.6845 -2.1875  0.125
Br -2.5816 4.1356 -2.2675  -0.155
C -1.5494 0.7047 1.9604  -0.084
Br -1.3042 -3.6768 0.4192  -0.037
H 0.6177 -4.2766 -1.7736  0.465
H -0.8594 0.4762 1.1547  -0.332
C -2.5771 2.2168 -2.5317  -0.563
H -0.0573 1.1217 3.4453  0.283
Ag 4.3093 -0.2001 2.0688  0.649
H -2.2043 1.5675 -0.4533  0.256

Atoms 1-2, force components in eV/Å:
0.1 0.1 -0.7
-0.1 0.0 0.2

Entry 5:
Below is a 2-piece molecular cluster, C9H14 overall at a distorted geometry, with properties calculated with the ωB97M-V functional and the def2-TZVPD basis.

Its LUMO energy is 0.0378 hartree. The HOMO energy is -8.96 eV. As for the SMILES: Cc1ccccc1.CC. Its energy above the lowest of the compared OMol25 structures with the same formula, charge and spin is 19.6 kcal/mol.

Last column: Mulliken charge in e.
Positions of all 23 atoms, in Å:
C 2.4617 1.3995 1.2764  -0.409
C -2.6417 0.9786 -0.5106  -0.826
H -2.4819 1.4718 0.4465  0.254
H -4.3404 -0.1311 -1.3494  0.292
H 0.9840 -2.1048 -1.7795  0.311
H -0.4967 0.0559 0.4413  0.388
H -2.8129 1.7656 -1.2592  0.408
H 4.3623 0.7402 0.6905  0.321
C 2.8255 -0.5616 -0.0871  -0.327
H 0.5148 1.9832 1.6727  0.335
H -4.3374 0.0793 0.4305  0.254
C 0.5804 0.1203 0.5029  -0.334
C 1.0869 1.1990 1.1905  -0.466
C 1.4449 -0.7805 -0.1137  0.755
C -3.7278 -0.1016 -0.4508  -0.743
H -1.7010 0.6221 -0.9237  0.268
C 3.3094 0.6224 0.4560  -0.670
H 1.2813 -2.9810 -0.3172  0.367
H -0.1965 -2.2424 -0.5302  0.298
H -3.2373 -1.0741 -0.4274  0.202
H 2.7527 2.3079 1.7896  0.339
H 3.4981 -1.3232 -0.4568  0.382
C 0.8714 -2.0454 -0.6914  -1.399

Atoms 1-2, force components in eV/Å:
-0.5 0.3 -1.9
0.1 0.6 -1.2

Entry 6:
Below is an isolated ion of composition C10H23NO8P3 and charge -1 at a distorted geometry, with properties calculated with the ωB97M-V functional and the def2-TZVPD basis.

Its LUMO energy is 0.0835 hartree. As for the charge: -1. The HOMO energy is -4.59 eV. As for the SMILES: CCC[C@](C(=O)[O-])(N(CCCCOC)PP(=O)(O)O)P(O)O.

Last column: Mulliken charge in e.
Positions of all 45 atoms, in Å:
O 3.2405 1.2341 -2.3529  -0.772
H 1.7981 0.7803 2.9472  0.474
O 1.0596 -4.2717 0.6334  -0.530
H 1.6265 3.0313 1.5324  0.266
H -4.0458 0.8902 -1.7615  0.365
C 1.3745 0.9035 1.9450  -0.285
P 3.2057 -1.2667 -0.9297  0.449
H 0.5574 0.1906 1.8769  -0.042
H -2.3637 -0.4536 0.0562  0.093
H -4.0692 1.8531 -0.3024  0.426
C -3.8306 0.8541 -0.6918  -0.844
H 0.0299 2.4108 1.1479  0.127
O 3.1190 -1.4469 -2.5579  -0.525
H -1.7840 -0.4810 -2.3112  0.276
H 3.1282 1.4899 0.9084  0.650
O 1.7336 -2.1946 2.0308  -0.564
H 0.4139 -4.5552 -0.0268  0.346
C -4.7805 -0.0914 1.2583  -0.668
H 3.1494 -0.1837 1.3934  0.694
C 0.8512 2.3439 1.8645  -1.216
O 2.0527 2.5510 -1.0120  -0.654
P 0.7318 -2.7725 1.1401  0.961
H -4.3602 0.8317 1.6666  0.321
H 0.3888 0.6209 -2.6050  0.178
H 0.8706 -2.4288 -1.6344  0.017
H -4.1996 -0.9265 1.6630  0.209
N 0.6260 -0.1075 -0.5992  0.965
H 0.4687 2.6753 2.8337  0.400
C 2.0884 0.2022 -0.4905  0.204
H 4.7296 0.2820 -0.5766  0.369
H -1.9167 1.2792 0.2003  -0.151
H 2.6369 -0.7072 -2.9566  0.398
C -0.0726 0.7203 -1.6163  -0.785
C 2.5097 0.5918 0.9681  -1.655
C -1.5675 0.4363 -1.7585  -1.443
O -4.7342 -0.0963 -0.1543  -0.448
O -0.6607 -2.9260 1.9579  -0.538
O 4.7104 -0.6803 -0.6695  -0.522
P 0.0924 -1.7271 -0.6796  -0.497
H 0.0110 1.7531 -1.2894  0.541
H -1.2161 -3.6267 1.6003  0.313
C -2.3437 0.5132 -0.4482  0.835
H -5.8145 -0.2052 1.5858  0.259
C 2.4887 1.4634 -1.3841  0.383
H -1.9334 1.2465 -2.4017  0.619

Atoms 1-2, force components in eV/Å:
0.1 -0.3 -0.4
0.0 -0.2 0.0